Density functional theory data (ωB97M-V with the def2-TZVPD basis set) for a structure of composition C3H15N4.

Values from the calculation:
* charge: +1
* multiplicity: 1
* total energy: -342.0866 hartree
* Kohn-Sham gap: 9.97 eV
* ΔE to the lowest compared entry with this formula, charge and spin: 5.3 kJ/mol

Geometry (Å):
C1 1.276 -1.007 1.993
N1 2.645 -1.469 1.851
C2 0.526 -1.292 0.697
N2 -0.901 -0.883 0.766
H1 1.182 0.058 2.244
H2 0.785 -1.572 2.792
H3 3.193 -0.811 1.307
H4 3.099 -1.542 2.748
H5 0.583 -2.353 0.491
H6 1.008 -0.776 -0.135
H7 -1.273 -0.337 -0.420
H8 -1.486 -1.670 1.035
H9 -1.021 -0.185 1.502
N3 -0.955 2.578 -2.407
C3 -0.976 1.735 -1.260
N4 -1.381 0.292 -1.502
H10 -0.177 2.385 -3.022
H11 -1.810 2.566 -2.949
H12 0.033 1.709 -0.843
H13 -1.699 2.129 -0.544
H14 -2.354 0.279 -1.800
H15 -0.846 -0.084 -2.283

---

Density functional theory data (ωB97M-V with the def2-TZVPD basis set) for an isolated molecule of C8H6O at a distorted geometry.

Values from the calculation:
* charge: 0
* multiplicity: 1
* total energy: -383.4763 hartree
* Kohn-Sham gap: 10.05 eV
* SMILES string: C#CC(C#C)/C=C\C=O
* ΔE to the lowest compared entry with this formula, charge and spin: 421.4 kJ/mol

Geometry (Å):
C1 0.832 -1.718 -0.483
C2 0.031 -1.612 0.823
C3 -0.481 -0.477 1.133
C4 -0.526 0.801 0.339
C5 -0.924 0.740 -1.077
C6 -1.572 0.568 -2.077
C7 0.670 1.615 0.631
C8 1.598 2.351 0.716
H1 0.678 -0.943 -1.262
H2 0.088 -2.590 1.340
H3 -1.048 -0.486 2.046
H4 -1.267 1.308 0.933
H5 -1.978 0.248 -3.015
H6 2.478 2.962 0.654
O1 1.420 -2.769 -0.700

---

Density functional theory data (ωB97M-V with the def2-TZVPD basis set) for a structure of composition C11H24Cl2N2O2PRhS at a distorted geometry.

Values from the calculation:
* charge: +2
* multiplicity: 5
* total energy: -2463.2762 hartree
* Kohn-Sham gap (spin up / spin down): 6.11 / 5.78 eV
* expectation value of S²: 6.04
* ΔE to the lowest compared entry with this formula, charge and spin: 200.4 kJ/mol

Geometry (Å):
C1 -0.218 -3.103 -3.399
C2 -0.467 -1.972 -2.391
H1 -1.151 -3.339 -3.975
H2 0.124 -3.994 -2.863
H3 0.578 -2.787 -4.085
O1 -1.633 -1.702 -1.938
Cl1 1.487 -2.889 -0.107
Rh1 0.538 -1.053 -1.043
P1 0.352 1.321 -1.816
C3 -1.217 2.138 -1.329
C4 1.550 2.749 -1.842
H4 1.032 0.284 -3.849
H5 0.105 1.790 -4.164
H6 -0.746 0.274 -3.686
C5 0.156 0.879 -3.573
H7 2.570 2.353 -1.945
H8 1.329 3.391 -2.715
H9 -1.392 2.995 -2.012
H10 -1.118 2.487 -0.292
H11 1.490 3.333 -0.913
H12 -2.034 1.407 -1.412
C6 -0.991 -0.600 0.054
O2 -1.984 -0.538 0.644
Cl2 2.699 -0.079 -1.837
C7 -0.810 -2.239 4.406
C8 0.402 -1.389 4.063
N1 0.289 -0.723 2.727
C9 0.752 0.535 2.561
S1 1.579 0.878 1.118
N2 0.645 1.419 3.569
C10 -0.487 1.528 4.545
C11 0.023 2.089 5.859
H13 -1.749 -1.667 4.357
H14 -0.695 -2.616 5.434
H15 -0.897 -3.109 3.743
H16 0.553 -0.614 4.814
H17 1.298 -2.019 4.045
H18 0.634 -1.349 1.985
H19 1.101 2.308 3.398
H20 -1.249 2.194 4.105
H21 -0.954 0.542 4.672
H22 0.390 3.117 5.727
H23 -0.767 2.123 6.624
H24 0.841 1.483 6.259

---

Density functional theory data (ωB97M-V with the def2-TZVPD basis set) for a structure of composition C27H47IrN5O4P2S5Sb.

Values from the calculation:
* charge: 0
* multiplicity: 5
* total energy: -4650.1511 hartree
* Kohn-Sham gap (spin up / spin down): 5.99 / 5.66 eV
* expectation value of S²: 6.02
* ΔE to the lowest compared entry with this formula, charge and spin: 0.0 kJ/mol

Geometry (Å):
Ir1 -0.080 -0.453 -0.092
C1 0.485 -2.248 3.347
N1 0.400 -0.799 3.576
C2 -0.578 -0.391 4.569
P1 1.519 0.130 2.870
O1 1.815 -0.200 1.456
O2 0.892 1.620 3.019
P2 0.158 2.558 1.933
O3 -0.602 1.821 0.899
N2 -0.843 3.519 2.807
C3 -2.177 3.012 3.124
C4 -0.291 4.410 3.815
N3 1.386 3.490 1.368
C5 1.241 4.031 0.020
C6 2.762 3.402 1.824
N4 2.902 0.134 3.753
C7 2.847 0.347 5.189
C8 4.193 0.414 3.144
H1 0.879 -2.756 4.232
H2 1.114 -2.468 2.487
H3 -0.506 -2.638 3.114
H4 -0.381 -0.882 5.528
H5 -1.577 -0.678 4.234
H6 -0.556 0.685 4.719
H7 -2.497 2.302 2.365
H8 -2.881 3.846 3.145
H9 -2.195 2.521 4.103
H10 0.653 4.828 3.472
H11 -0.129 3.896 4.770
H12 -0.986 5.234 3.985
H13 0.192 4.065 -0.265
H14 1.769 3.405 -0.706
H15 1.647 5.044 -0.013
H16 2.808 3.098 2.867
H17 3.233 4.383 1.735
H18 3.337 2.687 1.225
H19 1.931 -0.071 5.603
H20 2.896 1.411 5.450
H21 3.689 -0.160 5.662
H22 4.135 0.251 2.071
H23 4.941 -0.265 3.558
H24 4.520 1.441 3.339
S1 -2.733 -2.696 0.879
Sb1 -0.897 -4.309 -0.126
S2 -1.900 -0.976 1.370
S3 0.652 -2.545 -0.800
S4 -0.045 -5.048 1.830
O4 -1.832 0.090 -1.646
S5 -1.975 0.125 -3.142
C9 -1.452 1.799 -3.609
C10 -1.221 1.911 -5.087
C11 -2.257 1.674 -5.987
C12 -2.023 1.706 -7.353
C13 -0.753 1.986 -7.837
C14 0.283 2.235 -6.949
C15 0.050 2.190 -5.581
C16 -0.566 -0.792 -3.836
C17 -0.958 -1.640 -5.012
C18 -1.876 -2.676 -4.864
C19 -2.224 -3.463 -5.950
C20 -1.658 -3.223 -7.196
C21 -0.744 -2.192 -7.350
C22 -0.398 -1.403 -6.262
H25 -0.555 1.999 -3.021
H26 -2.258 2.445 -3.257
H27 -3.251 1.450 -5.616
H28 -2.835 1.509 -8.041
H29 -0.572 2.012 -8.904
H30 1.275 2.460 -7.319
H31 0.861 2.378 -4.886
H32 -0.219 -1.396 -2.991
H33 0.212 -0.082 -4.112
H34 -2.311 -2.879 -3.891
H35 -2.932 -4.271 -5.821
H36 -1.929 -3.840 -8.043
H37 -0.301 -1.998 -8.319
H38 0.303 -0.585 -6.385
C23 4.225 -1.192 -1.569
C24 3.579 -0.283 -2.625
C25 4.516 0.865 -3.013
C26 3.166 -1.103 -3.854
C27 2.353 0.268 -2.021
N5 1.366 0.559 -1.506
H39 5.104 -1.665 -2.010
H40 3.528 -1.963 -1.240
H41 4.534 -0.617 -0.696
H42 5.424 0.446 -3.448
H43 4.793 1.456 -2.140
H44 4.054 1.524 -3.749
H45 4.061 -1.527 -4.310
H46 2.661 -0.481 -4.596
H47 2.500 -1.918 -3.566

---

Density functional theory data (ωB97M-V with the def2-TZVPD basis set) for a structure of composition C16H12ClF6N5O3PdS2Sb at a distorted geometry.

Values from the calculation:
* charge: 0
* multiplicity: 4
* total energy: -3340.2739 hartree
* Kohn-Sham gap (spin up / spin down): 4.94 / 1.50 eV
* expectation value of S²: 3.78

Geometry (Å):
Pd1 15.532 7.912 6.996
O1 24.126 4.332 6.077
S1 24.557 4.930 7.373
O2 23.885 4.327 8.530
O3 25.926 5.380 7.594
C1 23.753 6.565 6.809
N1 24.532 7.448 5.968
C2 23.949 8.531 5.482
C3 22.580 8.726 5.535
C4 21.859 7.722 6.176
N2 22.370 6.678 6.791
C5 20.372 7.720 6.194
C6 19.734 6.912 7.165
C7 18.389 6.901 7.233
N3 17.599 7.743 6.506
C8 18.224 8.496 5.606
C9 19.587 8.468 5.401
H1 24.587 9.293 5.111
H2 22.076 9.587 5.151
H3 20.346 6.230 7.711
H4 17.850 6.354 7.956
H5 17.610 9.178 5.069
H6 19.992 9.137 4.646
Cl1 15.493 6.535 8.983
F1 15.244 10.056 5.744
Sb1 15.472 11.468 7.033
F2 15.711 9.890 8.149
F3 13.614 11.106 7.251
F4 15.338 12.832 5.721
F5 15.449 12.632 8.491
F6 17.328 11.617 6.848
N4 15.358 4.637 6.431
C10 14.410 5.279 5.909
N5 14.306 6.627 5.838
C11 13.177 7.038 5.312
C12 12.820 8.420 5.093
C13 11.623 8.718 4.568
C14 10.748 7.674 4.181
C15 10.999 6.339 4.351
C16 12.197 6.033 4.943
S2 12.882 4.532 5.281
H7 15.956 5.181 7.093
H8 15.376 3.715 6.404
H9 13.474 9.190 5.482
H10 11.303 9.770 4.501
H11 9.786 8.028 3.757
H12 10.283 5.613 3.873

---

Density functional theory data (ωB97M-V with the def2-TZVPD basis set) for a cluster of 10 separate species, C15H35ClIN9O22S in total at a distorted geometry.

Values from the calculation:
* charge: 0
* multiplicity: 1
* total energy: -3895.8099 hartree
* Kohn-Sham gap: 9.43 eV
* SMILES string: O=CC[C@@H]1OS(=O)(=O)C[C@@H](I)[C@@H]1Cl.C[N+](=O)[O-].C[N+](=O)[O-].C[N+](=O)[O-].C[N+](=O)[O-].C[N+](=O)[O-].C[N+](=O)[O-].C[N+](=O)[O-].C[N+](=O)[O-].C[N+](=O)[O-]

Geometry (Å):
O1 5.524 1.285 2.092
C1 4.696 1.787 1.449
C2 4.323 1.360 0.055
C3 2.806 1.151 -0.048
O2 2.230 2.441 0.191
S1 0.643 2.439 0.422
O3 0.351 3.685 1.031
O4 -0.110 2.269 -0.767
C4 0.241 1.173 1.664
C5 1.562 0.593 2.153
I1 1.136 -0.985 3.532
C6 2.264 0.037 0.880
Cl1 3.478 -1.224 1.214
H1 4.109 2.621 1.874
H2 4.876 0.506 -0.295
H3 4.562 2.194 -0.601
H4 2.643 0.804 -1.061
H5 -0.334 1.624 2.454
H6 -0.303 0.417 1.115
H7 2.153 1.352 2.637
H8 1.479 -0.469 0.330
C7 2.684 -5.125 -0.053
N1 1.832 -3.915 0.080
O5 1.327 -3.690 1.167
O6 1.700 -3.220 -0.903
H9 2.712 -5.637 0.902
H10 2.245 -5.758 -0.820
H11 3.670 -4.785 -0.339
C8 8.163 3.498 -0.556
N2 7.121 2.865 -1.411
O7 6.442 3.591 -2.108
O8 7.019 1.657 -1.345
H12 8.136 4.569 -0.716
H13 7.932 3.250 0.476
H14 9.122 3.083 -0.851
C9 -2.672 0.134 -2.001
N3 -2.113 -1.091 -1.371
O9 -2.646 -2.153 -1.607
O10 -1.147 -0.929 -0.652
H15 -3.526 -0.145 -2.608
H16 -2.966 0.802 -1.198
H17 -1.889 0.577 -2.609
C10 -1.065 -5.464 2.228
N4 -1.170 -6.891 1.822
O11 -2.265 -7.419 1.853
O12 -0.140 -7.436 1.477
H18 -2.049 -5.106 2.508
H19 -0.379 -5.414 3.068
H20 -0.677 -4.913 1.379
C11 6.838 -3.004 1.454
N5 6.499 -4.390 1.025
O13 7.288 -5.271 1.278
O14 5.438 -4.539 0.442
H21 7.799 -3.023 1.953
H22 6.873 -2.385 0.562
H23 6.054 -2.668 2.128
C12 -4.774 3.326 1.037
N6 -4.791 1.886 0.658
O15 -3.762 1.250 0.801
O16 -5.832 1.441 0.228
H24 -3.785 3.579 1.398
H25 -5.020 3.898 0.155
H26 -5.522 3.466 1.813
C13 -1.977 -7.821 -1.141
N7 -1.271 -7.648 -2.442
O17 -0.083 -7.902 -2.477
O18 -1.936 -7.264 -3.382
H27 -1.265 -8.167 -0.406
H28 -2.390 -6.855 -0.864
H29 -2.767 -8.551 -1.291
C14 -4.397 6.425 -2.834
N8 -4.484 5.858 -1.459
O19 -5.540 5.978 -0.868
O20 -3.491 5.314 -1.025
H30 -5.352 6.874 -3.082
H31 -3.605 7.167 -2.830
H32 -4.162 5.608 -3.509
C15 -9.222 6.413 0.051
N9 -9.146 7.241 -1.186
O21 -9.353 8.432 -1.081
O22 -8.879 6.659 -2.217
H33 -9.466 7.060 0.886
H34 -9.996 5.666 -0.101
H35 -8.251 5.948 0.189

---

Density functional theory data (ωB97M-V with the def2-TZVPD basis set) for an isolated molecule of C4H7FN2 at a distorted geometry.

Values from the calculation:
* charge: 0
* multiplicity: 1
* total energy: -365.9248 hartree
* Kohn-Sham gap: 9.91 eV
* SMILES string: CN1CN=C[C@H]1F
* ΔE to the lowest compared entry with this formula, charge and spin: 140.9 kJ/mol

Geometry (Å):
C1 -0.234 1.479 -1.226
C2 -1.322 0.113 0.118
C3 0.853 0.348 -0.756
C4 0.484 -1.307 1.003
N1 -1.354 1.200 -0.762
N2 0.033 -0.475 -0.037
F1 1.786 1.107 -0.027
H1 0.078 2.233 -1.913
H2 -1.501 0.601 1.140
H3 -1.927 -0.718 -0.182
H4 1.435 -0.243 -1.546
H5 1.327 -1.883 0.907
H6 0.599 -0.513 1.860
H7 -0.255 -1.943 1.423

---

Density functional theory data (ωB97M-V with the def2-TZVPD basis set) for a structure of composition C4H9O6S2 at a distorted geometry.

Values from the calculation:
* charge: -1
* multiplicity: 1
* total energy: -1405.7217 hartree
* Kohn-Sham gap: 9.17 eV

Geometry (Å):
C1 1.885 1.221 1.079
C2 2.478 0.369 -1.203
C3 -2.375 -2.191 0.270
C4 2.915 1.173 -0.011
O1 -2.966 2.394 0.348
O2 -1.422 0.242 0.701
O3 -1.036 -0.731 -1.489
O4 3.991 1.726 0.058
O5 -3.886 0.236 -0.266
O6 0.159 -1.576 0.458
S1 -1.062 -1.006 -0.070
S2 -2.762 1.165 -0.407
H1 1.090 1.902 0.778
H2 2.316 1.572 2.014
H3 1.420 0.244 1.199
H4 1.447 0.597 -1.464
H5 2.487 -0.683 -0.921
H6 3.139 0.527 -2.053
H7 -3.303 -1.643 0.166
H8 -2.292 -2.983 -0.461
H9 -2.225 -2.557 1.276

---

multiplicity of number 6 (C15H35ClIN9O22S)?
1